1.
A single C17H23N3O3 molecule. Source: the Open Molecules 2025 dataset; level of theory: ωB97M-V/def2-TZVPD.

For the highest occupied orbital energy, the calculation gives -0.3269 hartree. As for the spin multiplicity: 1. The SMILES is CCCCNC(=O)CN1C(=O)N[C@H](CCc2ccccc2)C1=O. Its maximum force is 0.012 hartree/bohr. For the calculated total energy, the calculation gives -1051.67523 Ha.

Structure (XYZ):
```
46
C17H23N3O3, DFT ωB97M-V/def2-TZVPD
C -6.050 -1.956 -1.142
C -5.141 -1.514 -0.001
C -3.690 -1.921 -0.254
C -2.760 -1.572 0.910
N -2.629 -0.143 1.102
C -1.559 0.550 0.676
O -0.577 0.053 0.169
C -1.671 2.068 0.909
N -0.482 2.689 0.396
C -0.387 3.132 -0.930
O -1.318 3.291 -1.675
N 0.924 3.403 -1.144
C 1.768 2.893 -0.089
C 2.508 1.613 -0.514
C 3.439 1.095 0.585
C 3.954 -0.272 0.230
C 3.095 -1.365 0.279
C 3.545 -2.626 -0.064
C 4.859 -2.813 -0.460
C 5.720 -1.730 -0.513
C 5.267 -0.467 -0.172
C 0.744 2.540 0.983
O 0.942 2.197 2.120
H -7.078 -1.657 -0.951
H -6.022 -3.038 -1.254
H -5.729 -1.507 -2.079
H -5.486 -1.964 0.933
H -5.208 -0.429 0.103
H -3.643 -2.999 -0.416
H -3.324 -1.429 -1.157
H -3.129 -2.019 1.837
H -1.755 -1.948 0.704
H -3.426 0.352 1.467
H -2.527 2.476 0.364
H -1.757 2.276 1.978
H 1.270 3.568 -2.074
H 2.475 3.653 0.261
H 1.762 0.850 -0.746
H 3.083 1.819 -1.421
H 4.270 1.790 0.722
H 2.879 1.040 1.520
H 2.070 -1.218 0.587
H 2.870 -3.468 -0.020
H 5.212 -3.799 -0.726
H 6.746 -1.869 -0.821
H 5.945 0.375 -0.214
```


2.
A single C17H23N3OS2 molecule in a non-equilibrium geometry. Source: the Open Molecules 2025 dataset; level of theory: ωB97M-V/def2-TZVPD.

For the highest occupied orbital energy, the calculation gives -0.2526 hartree. As for the spin multiplicity: 1. The SMILES is COc1ccc(NC(=S)N(CCN(C)C)Cc2cccs2)cc1. Its maximum force is 0.315 hartree/bohr. For the calculated total energy, the calculation gives -1696.86845 Ha.

Structure (XYZ):
```
46
C17H23N3OS2, DFT ωB97M-V/def2-TZVPD
C 2.970 -2.778 6.058
O 3.091 -3.335 4.591
C 2.665 -2.546 3.678
C 2.238 -1.128 3.804
C 1.643 -0.653 2.780
C 1.637 -1.269 1.632
N 1.413 -0.679 0.301
C 0.786 -0.840 -0.813
S 0.129 -2.570 -0.984
N 0.414 -0.190 -1.836
C 0.840 1.339 -1.669
C -0.368 2.041 -0.661
N -1.447 2.464 -1.698
C -1.238 3.656 -2.174
C -2.766 2.507 -0.646
C -0.260 -0.479 -3.010
C -1.600 -0.247 -3.154
C -2.497 -0.605 -2.290
C -3.925 -0.133 -2.604
C -3.815 0.881 -3.538
S -2.241 1.008 -4.164
C 2.420 -2.565 1.277
C 2.871 -3.227 2.443
H 3.411 -3.456 6.613
H 3.766 -1.934 6.154
H 1.959 -2.458 6.251
H 2.048 -0.726 4.876
H 1.257 0.286 2.869
H 1.078 0.236 0.679
H 0.659 1.716 -2.490
H 1.669 1.576 -1.125
H 0.177 2.741 -0.335
H -0.762 1.301 0.120
H -0.160 3.633 -2.849
H -2.058 3.809 -2.769
H -1.042 4.462 -1.557
H -2.697 1.558 -0.515
H -3.505 2.936 -1.484
H -2.563 3.528 0.137
H 0.331 -0.076 -3.870
H -0.081 -1.779 -3.054
H -2.670 -1.451 -1.372
H -4.662 -0.320 -2.154
H -4.713 1.148 -4.162
H 2.406 -3.254 0.329
H 3.194 -4.128 2.384
```


3.
2 unconnected molecules or ions with the total composition C17H23N4O8 in a non-equilibrium geometry. Source: the Open Molecules 2025 dataset; level of theory: ωB97M-V/def2-TZVPD.

For the highest occupied orbital energy, the calculation gives -0.1796 hartree. As for the spin multiplicity: 1. Its total charge is -1. Its maximum force is 0.043 hartree/bohr. For the calculated total energy, the calculation gives -1482.70265 Ha.

Structure (XYZ):
```
52
C17H23N4O8, DFT ωB97M-V/def2-TZVPD
O 0.811 -4.011 4.630
O 1.078 3.605 -3.411
O 1.604 -1.811 -3.619
O 1.362 0.683 1.766
O -1.447 -0.268 3.972
O 1.182 -0.984 0.334
O 3.451 -0.977 -2.600
O -3.966 4.682 -3.603
C 1.324 -3.162 5.348
C 0.497 2.534 -3.595
C 2.140 -0.933 -2.955
C 1.319 -0.535 1.492
C -0.735 -1.254 3.788
C -2.938 1.377 -4.792
C -3.731 2.495 -4.535
C -1.580 1.383 -4.455
C -3.170 3.613 -3.927
C -0.971 2.517 -3.870
C -1.803 3.629 -3.596
N -1.306 4.785 -3.007
N -1.256 -2.458 3.525
N 1.815 1.077 -1.444
N 1.382 -1.861 5.073
C 1.959 -3.575 6.654
C -2.674 -2.724 3.315
C 1.405 1.320 -3.804
C 1.325 0.347 -2.628
C 1.537 -1.539 2.625
C 0.799 -1.148 3.919
H 3.729 -1.878 -2.814
H -3.573 5.106 -2.820
H -3.378 0.493 -5.244
H -4.790 2.493 -4.777
H -1.013 0.481 -4.666
H -0.298 4.712 -2.810
H -1.598 5.647 -3.457
H -0.599 -3.230 3.483
H 2.833 1.102 -1.437
H 1.493 0.595 -0.579
H 1.852 -1.278 5.743
H 1.411 -3.116 7.474
H 2.996 -3.248 6.667
H 1.913 -4.659 6.740
H -3.012 -2.180 2.431
H -3.241 -2.379 4.181
H -2.835 -3.793 3.169
H 1.143 0.814 -4.735
H 2.438 1.663 -3.906
H 0.285 0.047 -2.455
H 2.609 -1.579 2.829
H 1.222 -2.533 2.305
H 0.999 -0.087 4.079
```


In order of appearance, gap between HOMO and LUMO = 0.3530, 0.2704, 0.2750 Ha.